The following is a DFT calculation (ωB97M-V/def2-TZVPD) of a molecular structure, C41H30IrN7S5Se.

```
85
C41H30IrN7S5Se, DFT ωB97M-V/def2-TZVPD
N 2.124 4.316 3.185
C 0.473 2.675 2.008
C 2.006 -2.964 0.163
H -0.850 3.526 -3.393
C -0.676 -3.727 -1.548
C -0.912 -0.727 -6.626
H 5.554 0.110 -7.543
C 4.577 -0.776 -4.425
C -0.196 -0.986 -5.464
H 3.579 1.587 -7.326
H 6.185 -1.400 -5.690
C 5.929 1.524 2.418
C 5.319 -0.755 -5.595
C -2.271 -1.035 -4.209
C 4.027 0.092 2.074
H 2.236 1.561 -5.246
N 3.624 -0.304 -1.805
H 0.619 5.250 -2.401
N -0.778 -0.724 -1.591
C 2.139 -4.338 0.329
S 2.503 -0.014 -2.855
C 4.425 -2.767 -0.023
Se -1.439 -4.405 2.427
C 2.693 2.591 -2.143
C -0.284 4.525 0.586
N -0.236 5.625 0.242
C 5.237 1.009 0.172
H 6.602 2.040 3.096
C 6.105 1.652 1.046
C 0.581 1.951 -3.162
S 0.480 1.076 2.553
C -2.296 -0.625 -6.582
H 5.357 1.087 -0.902
H 3.209 -0.509 2.459
H 5.523 -4.596 0.148
H 1.170 -5.885 -4.195
C -2.975 -0.784 -5.378
C 3.478 0.062 -4.323
C 4.543 -4.135 0.145
H 4.764 0.650 4.004
C 4.205 0.246 0.704
C 3.099 0.912 -5.351
H -0.385 -0.604 -7.566
H -0.024 -6.963 -2.312
H -1.190 -3.101 -0.821
C 0.148 3.266 -3.058
H 1.251 -4.939 0.484
C -0.888 -1.133 -4.268
H -0.072 1.199 -3.582
H 4.839 -1.424 -3.596
H 5.304 -2.144 -0.160
C 2.242 3.894 -2.042
H 3.675 2.310 -1.779
N 1.602 0.108 -0.256
C 1.848 1.633 -2.699
H 1.201 -3.409 -4.380
S -1.363 2.134 0.064
C -0.676 -5.113 -1.444
H -2.851 -0.419 -7.491
C 0.671 -3.899 -3.568
C -0.016 -5.881 -2.396
C 3.148 -2.204 -0.014
N -1.309 -1.564 1.680
H 0.885 -1.070 -5.483
H -4.056 -0.704 -5.347
H -1.187 -5.578 -0.610
C 1.378 3.599 2.676
C 3.400 -4.916 0.317
H 3.498 -5.989 0.451
C 0.001 -3.147 -2.603
H 1.030 -2.487 0.182
N 1.487 -1.140 -3.114
C 0.657 -5.278 -3.457
C 4.961 0.092 -6.635
H 2.875 4.648 -1.587
S -0.080 -1.376 -2.688
H -2.775 -1.129 -3.249
Ir -0.438 -0.086 0.506
S 2.943 -0.464 -0.312
C 4.898 0.744 2.931
C 0.973 4.232 -2.502
C -0.326 3.126 0.973
H 6.917 2.254 0.654
C 3.854 0.921 -6.516
C -1.364 -2.696 1.975
```

Calculated total energy   -6460.01051 a.u.
Multiplicity   5
LUMO energy (spin up / spin down)   -0.394 / -1.578 eV
HOMO-LUMO gap (spin up / spin down)   5.912 / 5.712 eV
Net charge   0



The following is a DFT calculation (ωB97M-V/def2-TZVPD) of 2 unconnected molecules or ions with the total composition C41H32F2N3O.

```
79
C41H32F2N3O, DFT ωB97M-V/def2-TZVPD
C 2.771 1.206 1.110
N 2.488 7.778 -2.360
C -3.084 2.612 -1.541
H 5.178 3.153 -1.024
H 1.410 11.661 1.006
C 1.754 6.762 -8.559
H 0.064 2.138 -2.640
C 1.601 10.863 0.282
O 3.595 4.481 -1.216
C 2.645 10.089 -1.754
H 2.377 6.234 3.476
C 0.651 1.308 2.275
H 2.467 1.443 -3.960
C 2.885 6.610 2.585
C 4.348 2.306 -4.669
H 0.802 7.599 -0.343
C 1.763 5.722 -6.378
C 4.557 4.703 -4.472
C 2.731 5.937 1.378
H 4.743 7.890 -0.578
C 1.499 5.647 -7.745
H -0.427 1.394 2.287
C 3.119 5.744 -1.076
H 1.086 4.726 -8.167
C -2.026 2.543 -2.453
C 2.417 11.107 -0.834
C 2.609 0.536 3.393
C 2.260 7.951 -8.002
C 4.891 4.141 -0.649
C 3.386 0.679 2.238
F -4.341 2.910 -2.009
H 2.440 8.820 -8.646
C 4.348 8.216 1.518
C -0.473 2.303 -0.535
C 1.252 8.585 -0.432
C 2.656 6.418 -2.216
C 2.309 6.892 -5.806
H 3.335 1.252 0.178
C 3.290 4.704 -3.907
H 3.790 8.301 3.606
H 5.625 4.893 -0.974
C 1.398 1.623 1.095
C 1.249 0.836 3.435
H 3.232 10.258 -2.656
C -1.622 2.304 0.317
C 2.160 8.805 -1.470
H 0.667 0.692 4.355
C -0.751 2.331 -1.943
N 2.445 8.142 -3.688
H 2.882 12.089 -0.975
H -1.510 2.171 1.383
N 2.709 5.932 -3.526
H 4.978 9.109 1.570
C 2.537 7.022 -4.370
C 2.559 3.558 -3.655
H 1.549 6.700 -9.630
C 5.110 3.468 -4.831
H 4.444 0.396 2.247
H 1.611 3.653 -3.137
C 4.203 7.544 0.307
H 6.119 3.438 -5.237
C 2.520 8.019 -6.631
H 4.766 1.344 -4.977
H -3.775 2.480 0.513
C 0.899 2.218 -0.113
H 0.361 9.421 1.336
H 2.893 8.938 -6.180
C 3.677 7.763 2.660
C 3.074 2.337 -4.089
H 2.102 5.049 1.295
H 5.095 5.639 -4.593
H 4.816 4.125 0.447
H -2.212 2.662 -3.527
F 3.216 0.126 4.555
H 1.549 4.869 -5.735
C 3.343 6.434 0.206
C 1.004 9.606 0.472
C -2.915 2.457 -0.167
H 1.651 2.407 -0.892
```

Calculated total energy   -2020.45645 a.u.
LUMO energy   -5.862 eV
Energy above the lowest of the compared OMol25 structures with the same formula, charge and spin   13.96 kcal/mol
HOMO-LUMO gap   2.530 eV
Net charge   +1



The following is a DFT calculation (ωB97M-V/def2-TZVPD) of a molecular structure, C41H33BrN7O2PPt.

```
86
C41H33BrN7O2PPt, DFT ωB97M-V/def2-TZVPD
H -0.427 -0.964 -5.088
C 1.227 -3.304 3.779
O 0.735 -1.836 0.504
C -3.042 -1.095 3.508
H 1.742 -3.172 -2.101
C -0.160 1.216 6.117
H -1.239 3.238 2.015
C 4.226 0.565 -1.976
C -1.798 0.756 7.824
C -2.157 -1.789 4.284
C 0.762 -3.361 -2.519
H -1.138 1.567 1.457
C -1.406 -2.587 -3.213
H -1.184 -5.951 -3.504
H -1.234 0.613 -6.789
C -1.105 2.720 -4.141
C 2.673 3.257 0.674
Br -1.473 3.507 7.165
H 0.859 -0.464 5.293
H -2.021 -1.320 8.333
N -2.309 0.458 -0.775
N 0.194 -3.107 5.875
C 4.782 -0.203 -2.984
C -1.784 -3.891 -3.489
C -0.621 -1.777 2.447
H -2.783 -4.093 -3.852
C -1.320 2.278 -5.439
C -1.518 -0.595 7.705
C -1.070 0.956 -5.776
H 1.937 -3.910 4.329
N -3.024 4.593 -2.010
C 0.565 -2.194 1.748
H 1.080 3.186 2.777
C 1.429 1.080 2.569
N 1.203 1.636 -0.233
H -3.323 -0.126 1.574
C -0.766 2.273 2.201
N -3.592 2.532 -0.748
H -2.448 -2.106 5.273
C -2.671 -0.707 2.212
H 4.363 -1.591 -4.570
H 0.534 3.531 0.314
C 0.151 -2.816 4.498
P 0.227 -0.600 -2.219
C -2.870 1.485 -0.776
H -1.686 2.969 -6.187
H -2.121 -1.784 -3.344
H -1.316 3.744 -3.868
H 1.070 -5.476 -2.601
C -3.257 3.611 -1.443
Pt -0.763 -0.676 -0.197
H 3.173 3.151 1.637
N -0.406 -2.475 6.772
H -4.026 -0.840 3.875
C 3.962 -1.011 -3.750
H 1.145 0.257 1.911
H 1.134 0.824 3.587
H 4.853 1.236 -1.410
C -1.118 1.655 7.020
H 5.843 -0.143 -3.185
C 0.753 2.373 2.118
H 2.785 4.280 0.321
C -0.117 -2.308 -2.756
C -0.616 0.067 -4.815
H 1.986 -1.717 -4.068
C 1.212 2.768 0.706
O 3.325 2.377 -0.260
C 1.460 -2.995 2.439
C -0.871 -2.114 3.786
H -1.084 1.923 3.186
H 0.380 1.936 5.517
C -0.650 1.834 -3.176
C 2.862 0.520 -1.686
C 0.098 -0.136 5.987
H 2.519 1.155 2.551
C -0.596 -1.061 6.771
C 0.377 -4.666 -2.789
H -0.477 2.173 -2.163
H -2.530 1.108 8.537
C -0.413 0.500 -3.507
C 2.610 -1.080 -3.457
C -0.889 -4.933 -3.287
N -1.512 -1.055 1.706
C 2.038 -0.360 -2.408
H 2.339 -3.360 1.924
C 2.376 1.503 -0.688
```

Calculated total energy   -5150.64684 a.u.
LUMO energy (spin up / spin down)   -0.897 / -0.897 eV
HOMO-LUMO gap (spin up / spin down)   6.606 / 6.604 eV
Net charge   0



Asked for strongest force on any atom across the records above, the calculation gives 0.0189 0.0579 0.0356 Eh/bohr in order.